# 1
# C2H4NP

The molecule C2H4NP at a distorted geometry (ωB97M-V/def2-TZVPD, the Open Molecules 2025 dataset).

```
8
Properties=species:S:1:pos:R:3
C 0.21 0.86 -0.03
C 0.47 -0.77 0.05
P 2.33 -0.42 -0.06
N 1.94 1.17 0.11
H -0.18 1.11 -1.08
H -0.44 1.32 0.75
H 0.07 -1.30 0.95
H -0.01 -1.40 -0.83
```

## Properties
**Kohn-Sham gap**: 9.29 eV
**HOMO**: -9.46 eV
**SMILES**: C1CP=N1
**Energy**: -474.60858 hartree
**Total charge**: 0

Here are the natural (NBO) charges for atoms 1 to 5, given in e: -0.23 -0.79 0.92 -0.78 0.21


# 2
# C2H4NPS

The molecule C2H4NPS at a distorted geometry (ωB97M-V/def2-TZVPD, the Open Molecules 2025 dataset).

```
9
Properties=species:S:1:pos:R:3
C 1.51 0.03 0.54
C -0.80 0.56 -0.90
N -0.78 -1.31 1.38
P -1.82 -0.93 0.43
S 0.46 1.22 0.03
H 2.42 0.34 1.00
H 1.26 -1.02 0.59
H -0.70 -0.17 -1.71
H -1.55 1.29 -1.36
```

## Properties
**Kohn-Sham gap (alpha / beta)**: 6.98 / 7.10 eV
**HOMO (alpha / beta)**: -7.98 / -8.00 eV
**Energy**: -872.75173 hartree
**Total charge**: 0

Here are the natural (NBO) charges for atoms 1 to 5, given in e: -0.59 -0.97 -1.06 0.91 0.69


# 3
# C2H4NS

C2H4NS as an isolated structure at a distorted geometry (ωB97M-V/def2-TZVPD, the Open Molecules 2025 dataset).

```
8
Properties=species:S:1:pos:R:3
C -0.41 -0.54 -1.01
C 0.91 -0.06 0.62
N -0.45 0.29 0.20
S 1.10 -1.25 -0.61
H -0.58 0.04 -1.91
H 1.09 0.07 1.61
H -0.59 1.31 -0.01
H -1.08 0.15 1.11
```

## Properties
**Kohn-Sham gap (alpha / beta)**: 7.96 / 8.40 eV
**HOMO (alpha / beta)**: -14.08 / -14.33 eV
**Energy**: -531.11955 hartree
**Total charge**: +1

Here are the natural (NBO) charges for atoms 1 to 5, given in e: -0.28 -0.23 -0.60 0.69 0.24


# 4
# C2H4NS

An isolated ion of composition C2H4NS and charge +1 at a distorted geometry (ωB97M-V/def2-TZVPD, the Open Molecules 2025 dataset).

```
8
Properties=species:S:1:pos:R:3
N -0.22 0.68 -0.07
C -0.37 -0.57 0.34
C 0.68 -1.62 0.09
S 0.92 -3.52 -0.01
H 0.68 0.86 -0.46
H -0.76 1.50 0.00
H -1.24 -0.94 0.87
H 1.66 -1.21 -0.38
```

## Properties
**Kohn-Sham gap (alpha / beta)**: 6.48 / 6.49 eV
**HOMO (alpha / beta)**: -14.39 / -14.39 eV
**SMILES**: [NH2+]=CC=S
**Energy**: -531.15520 hartree
**Total charge**: +1

Here are the natural (NBO) charges for atoms 1 to 5, given in e: -0.59 0.22 -0.38 0.38 0.42


# 5
# C2H4O2

A 2-piece molecular cluster, C2H4O2 overall at a distorted geometry (ωB97M-V/def2-TZVPD, the Open Molecules 2025 dataset).

```
8
Properties=species:S:1:pos:R:3
C -1.49 -0.61 0.36
O -2.48 -0.09 0.81
H -1.40 -1.67 0.01
H -0.57 0.01 0.30
C 1.46 0.58 -0.38
O 2.25 1.55 -0.35
H 0.56 0.54 0.27
H 1.67 -0.31 -1.02
```

## Properties
**Kohn-Sham gap**: 9.94 eV
**HOMO**: -10.01 eV
**SMILES**: C=O.C=O
**Energy**: -228.99057 hartree
**Total charge**: 0

Here are the natural (NBO) charges for atoms 1 to 5, given in e: 0.28 -0.48 0.11 0.08 0.27


# 6
# C2H4O2

A 2-piece molecular cluster, C2H4O2 overall at a distorted geometry (ωB97M-V/def2-TZVPD, the Open Molecules 2025 dataset).

```
8
Properties=species:S:1:pos:R:3
C 0.54 0.09 -0.23
C -0.34 -0.43 0.83
O -0.19 2.03 -2.58
O -0.05 0.80 -1.10
H 1.56 -0.37 -0.16
H -1.34 -0.16 0.80
H 0.25 -0.44 1.87
H -0.44 -1.51 0.56
```

## Properties
**Kohn-Sham gap (alpha / beta)**: 9.81 / 10.03 eV
**HOMO (alpha / beta)**: -10.38 / -10.73 eV
**Energy**: -228.84058 hartree
**Total charge**: 0

Here are the natural (NBO) charges for atoms 1 to 5, given in e: 0.43 -0.71 -0.14 -0.47 0.15


# 7
# C2H4O2P2

C2H4O2P2 as an isolated structure at a distorted geometry (ωB97M-V/def2-TZVPD, the Open Molecules 2025 dataset).

```
10
Properties=species:S:1:pos:R:3
C 1.31 -0.73 -0.96
C -1.29 0.70 0.31
O -0.67 -2.04 0.47
O 1.60 0.64 1.14
P 2.30 0.44 -0.19
P -0.13 -0.77 0.14
H 1.16 -0.96 -2.01
H -0.63 1.62 0.13
H -2.02 0.40 -0.31
H -1.63 0.69 1.28
```

## Properties
**Kohn-Sham gap**: 8.81 eV
**HOMO**: -9.33 eV
**Energy**: -911.75370 hartree
**Total charge**: 0

Here are the natural (NBO) charges for atoms 1 to 5, given in e: -1.31 -0.93 -0.97 -1.09 1.25


# 8
# C2H4O2S

A 2-piece molecular cluster, C2H4O2S overall at a distorted geometry (ωB97M-V/def2-TZVPD, the Open Molecules 2025 dataset).

```
9
Properties=species:S:1:pos:R:3
S 1.93 -0.49 0.21
C 0.69 0.45 -0.11
C 0.02 1.27 -1.08
O -0.13 1.30 0.40
H 0.61 2.03 -1.80
H -0.81 0.83 -1.51
O -0.83 -1.46 1.10
H -0.57 -2.26 0.67
H -0.91 -1.68 2.11
```

## Properties
**Kohn-Sham gap**: 9.31 eV
**HOMO**: -8.70 eV
**SMILES**: S=C1CO1.O
**Energy**: -627.17294 hartree
**Total charge**: 0

Here are the natural (NBO) charges for atoms 1 to 5, given in e: -0.04 0.21 -0.18 -0.41 0.21


Listing energy above the lowest of the compared OMol25 structures with the same formula, charge and spin for the structures above in their given order: 171.0, 371.7, 273.8, 180.2, 304.6, 698.4, 146.6, 291.9 kJ/mol.